No. 1
Entry from OMol25: one molecule with the formula C7H7NO2 at a distorted geometry (ωB97M-V/def2-TZVPD).

```
! wB97M-V def2-TZVPD RIJCOSX def2/J DEFGRID3
* xyz 0 1
N -0.765 0.302 2.953
C -0.896 0.597 1.739
C 0.088 0.538 0.664
C 1.257 -0.111 0.636
C 1.713 -0.038 -0.832
O 1.211 1.257 -1.175
C -0.140 0.986 -0.808
C -0.397 -0.271 -1.667
C 0.756 -0.940 -1.641
H 1.750 -0.667 1.431
H 2.784 -0.134 -1.029
H -0.793 1.849 -0.968
H -1.330 -0.506 -2.174
H 0.999 -1.923 -2.040
O -2.265 -0.145 1.382
H -2.173 -0.476 0.481
H -1.800 -0.318 3.050
*
```

Properties
SMILES string: [H]/N=C(\O)C1=C[C@H]2C=C[C@@H]1O2
HOMO-LUMO gap, eV: 9.43



No. 2
Entry from OMol25: one molecule with the formula C7H7NO3 at a distorted geometry (ωB97M-V/def2-TZVPD).

```
! wB97M-V def2-TZVPD RIJCOSX def2/J DEFGRID3
* xyz 0 1
C 1.644 -0.339 -0.497
C 1.018 -0.421 0.719
C 0.429 -1.700 1.198
C 1.131 0.873 -1.201
C -1.175 0.252 -0.544
C -0.061 1.208 -0.223
C -1.542 -0.372 0.896
N 0.363 0.786 1.036
O 0.964 -2.735 1.490
O -0.927 -1.619 1.067
O -0.828 0.526 1.749
H 2.282 -1.064 -0.937
H 1.761 1.675 -1.281
H 0.789 0.561 -2.301
H -2.053 0.842 -0.920
H -0.919 -0.386 -1.297
H -0.240 2.306 -0.248
H -2.637 -0.393 1.295
*
```

Properties
SMILES string: O=C1O[C@@H]2C[C@@H]3CC=C1N3O2
HOMO-LUMO gap, eV: 9.79



No. 3
Entry from OMol25: one molecule with the formula C7H7NO3 at a distorted geometry (ωB97M-V/def2-TZVPD).

```
! wB97M-V def2-TZVPD RIJCOSX def2/J DEFGRID3
* xyz 0 1
C 0.915 -2.116 -1.308
C 0.054 -0.033 -0.630
C 0.822 1.126 -0.874
C 0.752 2.227 0.034
C 0.024 2.168 1.224
C -0.694 0.985 1.429
C -0.628 -0.086 0.610
H 0.752 -2.914 -2.072
H 1.993 -1.958 -1.230
H 0.394 -2.534 -0.404
H 1.495 1.099 -1.709
H 1.199 3.131 -0.254
H -0.166 3.074 1.816
H -1.280 0.908 2.329
N -1.619 -1.071 0.857
O 0.127 -0.984 -1.646
O -2.423 -1.084 1.781
O -1.716 -1.938 0.047
*
```

Properties
SMILES string: COc1ccccc1[N+](=O)[O-]
HOMO-LUMO gap, eV: 9.34



No. 4
Entry from OMol25: one molecule with the formula C7H7NO3 at a distorted geometry (ωB97M-V/def2-TZVPD).

```
! wB97M-V def2-TZVPD RIJCOSX def2/J DEFGRID3
* xyz 0 1
C 0.889 1.392 0.833
C 0.007 0.229 0.355
C 0.284 -1.110 0.865
C -0.481 -2.105 0.346
C -1.456 -1.869 -0.563
C -1.579 -0.518 -1.128
C -0.890 0.455 -0.604
H 2.468 2.814 1.448
H 2.484 0.398 -0.191
H 0.954 -1.375 1.425
H -0.457 -2.853 0.718
H -1.982 -2.621 -1.194
H -2.683 0.374 -2.253
H -0.904 1.354 -1.047
N 2.243 1.276 0.649
O 3.077 2.248 0.927
O 0.559 2.344 1.575
O -2.532 -0.434 -2.161
*
```

Properties
SMILES string: O=C(NO)c1cccc(O)c1
HOMO-LUMO gap, eV: 9.58



No. 5
Entry from OMol25: one molecule with the formula C7H7NO3 at a distorted geometry (ωB97M-V/def2-TZVPD).

```
! wB97M-V def2-TZVPD RIJCOSX def2/J DEFGRID3
* xyz 0 1
C -0.661 2.398 -1.174
C -0.175 1.267 -0.719
C -2.790 2.111 -2.352
C 1.844 0.035 0.083
C 1.185 1.131 -0.139
C -1.466 -1.972 -0.118
C -1.123 -0.702 0.027
N -1.796 2.580 -1.943
O -3.870 1.780 -2.695
O -0.747 -0.004 -1.077
O -1.105 0.140 1.154
H -0.218 3.328 -0.721
H 2.890 0.012 0.273
H 1.545 -0.925 -0.212
H 1.743 2.011 0.155
H -1.988 -2.610 0.611
H -1.264 -2.325 -1.082
H -1.479 -0.308 1.854
*
```

Properties
SMILES string: C=C/C(=C/N=C=O)OC(=C)O
HOMO-LUMO gap, eV: 9.38



No. 6
Entry from OMol25: a 2-piece molecular cluster, C7H7NO4 overall at a distorted geometry (ωB97M-V/def2-TZVPD).

```
! wB97M-V def2-TZVPD RIJCOSX def2/J DEFGRID3
* xyz 0 1
C 1.171 2.163 -0.125
C 0.770 1.554 1.017
C 0.678 1.610 -1.276
C -0.118 0.485 1.110
C -1.767 -0.980 -0.170
C -0.294 0.596 -1.332
C -0.694 0.025 -0.092
N 0.967 -2.310 0.925
O -2.142 -1.716 0.676
O 2.102 -2.390 1.175
O 0.090 -2.891 1.832
O -0.885 0.203 -2.486
H 1.810 3.089 -0.102
H 1.177 2.011 2.051
H 1.055 2.234 -2.095
H -0.498 -0.091 1.863
H -2.215 -1.146 -1.084
H -0.836 -2.678 1.456
H -0.373 0.231 -3.344
*
```

Properties
SMILES string: O=Cc1ccccc1O.O=NO
HOMO-LUMO gap, eV: 9.07



No. 7
Entry from OMol25: one molecule with the formula C7H7NO5 at a distorted geometry (ωB97M-V/def2-TZVPD).

```
! wB97M-V def2-TZVPD RIJCOSX def2/J DEFGRID3
* xyz 0 1
O -2.328 0.030 -0.426
C -1.231 0.066 -0.940
O -0.995 -0.367 -2.207
C -0.803 0.659 -3.176
O 0.473 0.707 -3.711
O 1.432 0.827 -2.676
O -0.106 0.518 -0.324
C 0.132 -0.018 0.928
C 0.464 0.802 1.946
C 0.705 0.195 3.138
C 0.578 -1.142 3.248
N 0.258 -1.969 2.264
C 0.060 -1.352 1.117
H -1.138 1.613 -2.774
H -1.431 0.415 -4.016
H 1.827 -0.049 -2.638
H 0.539 1.856 1.779
H 0.992 0.770 3.993
H 0.749 -1.589 4.210
H -0.177 -1.970 0.265
*
```

Properties
SMILES string: O=C(OCOO)Oc1cccnc1
HOMO-LUMO gap, eV: 10.46



No. 8
Entry from OMol25: C7H7NOS as an isolated structure at a distorted geometry (ωB97M-V/def2-TZVPD).

```
! wB97M-V def2-TZVPD RIJCOSX def2/J DEFGRID3
* xyz 0 3
C -0.910 -1.691 1.411
C -1.761 -1.354 0.359
C 0.038 -0.756 1.911
C -1.751 -0.080 -0.290
C -0.070 0.495 1.310
C -0.907 0.862 0.272
C 1.443 1.628 -1.291
N 0.704 2.153 1.489
O -0.255 3.559 -0.539
S 0.122 2.287 0.010
H -0.687 -2.734 1.723
H -2.353 -2.136 -0.062
H 0.591 -0.786 2.868
H -2.435 -0.016 -1.156
H 1.320 0.440 -1.336
H 1.363 2.190 -2.165
H 2.355 1.893 -0.698
*
```

Properties
⟨S²⟩: 2.022
HOMO-LUMO gap (spin up / spin down), eV: 5.98 / 6.62



No. 9
Entry from OMol25: an isolated ion of composition C7H7O3S and charge -1 at a distorted geometry (ωB97M-V/def2-TZVPD).

```
! wB97M-V def2-TZVPD RIJCOSX def2/J DEFGRID3
* xyz -1 1
C -0.908 1.475 0.653
C -1.063 0.002 0.886
C -0.125 1.606 -0.685
C 0.566 1.579 0.638
C 0.041 0.236 -1.270
C 1.546 0.824 1.069
C -0.360 -0.619 -0.064
O 1.333 -2.499 -0.393
O -0.823 -3.246 0.584
O -0.759 -2.355 -1.714
S -0.167 -2.418 -0.397
H -1.451 2.289 1.173
H -1.707 -0.398 1.672
H -0.526 2.465 -1.202
H -0.628 -0.038 -2.060
H 1.062 -0.104 -1.566
H 2.495 0.727 0.648
H 1.474 0.473 2.027
*
```

Properties
SMILES string: C=C1[C@H]2CC(S(=O)(=O)[O-])=C[C@@H]12
HOMO-LUMO gap, eV: 8.04



No. 10
Entry from OMol25: one molecule with the formula C7H8 (ωB97M-V/def2-TZVPD).

```
! wB97M-V def2-TZVPD RIJCOSX def2/J DEFGRID3
* xyz 0 1
C -1.562 0.325 0.443
C -0.095 0.290 0.060
C 0.307 0.135 -1.343
C 0.533 -1.079 -0.388
C -0.370 -2.141 -0.681
C 0.785 1.073 0.906
C 1.498 1.747 1.607
H -1.949 1.346 0.363
H -2.131 -0.339 -0.208
H -1.690 -0.011 1.477
H 1.573 -1.195 -0.076
H -0.471 0.008 -2.088
H 1.229 0.599 -1.679
H 0.207 -3.089 -0.626
H 2.136 2.332 2.233
*
```

Properties
HOMO-LUMO gap, eV: 8.33



No. 11
Entry from OMol25: one molecule with the formula C7H8 at a distorted geometry (ωB97M-V/def2-TZVPD).

```
! wB97M-V def2-TZVPD RIJCOSX def2/J DEFGRID3
* xyz 0 1
C -0.527 -1.668 -0.546
C 0.122 -0.412 0.052
C 0.649 0.583 -1.020
C 1.426 1.582 -0.329
C 2.066 2.260 0.450
C -0.903 0.217 0.885
C -1.879 0.480 1.537
H -1.320 -1.397 -1.250
H 0.218 -2.287 -1.051
H -0.985 -2.257 0.257
H 0.937 -0.735 0.714
H 1.290 0.097 -1.757
H -0.209 1.045 -1.512
H 1.911 2.067 1.494
H -2.793 0.424 2.076
*
```

Properties
SMILES string: C#CC[C@H](C)C#C
HOMO-LUMO gap, eV: 10.89



No. 12
Entry from OMol25: one molecule with the formula C7H8 (ωB97M-V/def2-TZVPD).

```
! wB97M-V def2-TZVPD RIJCOSX def2/J DEFGRID3
* xyz 0 1
C 1.419 -0.073 0.597
C 0.132 -0.466 -0.138
C -0.795 0.761 -0.322
C -1.410 1.103 0.964
C -1.895 1.274 2.053
C 0.415 -1.127 -1.418
C 0.632 -1.702 -2.454
H 2.047 0.563 -0.035
H 1.170 0.480 1.509
H 1.999 -0.958 0.872
H -0.417 -1.186 0.482
H -0.211 1.605 -0.710
H -1.579 0.539 -1.057
H -2.329 1.418 3.018
H 0.821 -2.231 -3.362
*
```

Properties
SMILES string: C#CC[C@H](C)C#C
HOMO-LUMO gap, eV: 10.97



Taking the records one at a time from the top gives relative energy (zero: lowest compared OMol25 entry of this formula, charge and spin) values of 471.2; 397.8; 465.7; 694.1; 341.1; 284.1; 151.6; 263.0; 397.3; 599.4; 478.8; 357.0 kJ/mol.